DFT (ωB97M-V/def2-TZVPD) results for C3H5NO2 in the gas phase.

Structure (ORCA input):
```
! wB97M-V def2-TZVPD RIJCOSX def2/J DEFGRID3
* xyz 0 1
C -1.7250 0.1175 -0.0596
C -0.3614 -0.5117 -0.0606
O -0.1443 -1.6959 -0.2054
C 0.8195 0.4667 0.1182
N 2.0223 -0.1395 0.0617
O 0.6325 1.6584 0.2906
H -2.4631 -0.5854 0.3303
H -1.7196 1.0510 0.5049
H -1.9938 0.3646 -1.0937
H 2.0768 -1.1379 -0.0706
H 2.8560 0.4122 0.1841
*
```

Summary:
HOMO-LUMO gap: 9.898 eV
total energy: -322.5690 a.u.
relative energy (zero: lowest compared OMol25 entry of this formula, charge and spin): 0.145 eV